# C24H53Cl6N7O7

9 unconnected molecules or ions with the total composition C24H53Cl6N7O7 at a distorted geometry (ωB97M-V/def2-TZVPD, the Open Molecules 2025 dataset).

Last column: Löwdin charge in e.
Positions of all 97 atoms, in Å:
Cl1 -18.25 17.03 -4.59  0.56
Cl2 -16.38 13.56 6.57  0.53
Cl3 -19.52 13.28 -2.87  0.58
Cl4 -18.01 12.54 4.42  0.51
Cl5 -16.79 10.70 6.28  0.57
Cl6 -18.96 12.41 7.14  0.54
O1 -16.51 7.20 0.92  0.00
O2 -20.95 10.16 2.81  -0.02
O3 -18.29 7.23 6.60  -0.01
O4 -24.33 9.49 5.42  -0.01
O5 -23.22 4.90 0.69  0.01
O6 -23.66 11.16 -0.51  -0.02
O7 -23.59 16.06 3.44  0.02
N1 -24.72 11.25 4.01  -0.18
N2 -19.73 10.53 0.91  -0.18
N3 -15.73 6.81 3.02  -0.19
N4 -24.67 12.03 -2.36  -0.19
N5 -20.31 8.29 6.52  -0.18
N6 -23.68 6.11 2.57  -0.19
N7 -22.20 14.91 2.05  -0.19
C1 -22.98 7.31 2.15  -0.04
C2 -23.62 4.98 1.83  -0.36
C3 -19.16 7.92 7.11  -0.37
C4 -16.05 8.14 3.52  -0.04
C5 -20.57 7.94 5.14  -0.04
C6 -25.36 13.08 -1.63  -0.03
C7 -23.95 10.31 4.60  -0.33
C8 -15.25 5.83 3.99  -0.05
C9 -18.90 15.38 -4.48  -0.68
C10 -24.17 12.07 2.96  -0.06
C11 -24.30 6.14 3.87  -0.06
C12 -23.89 11.15 -1.71  -0.33
C13 -22.49 15.68 3.13  -0.34
C14 -23.25 14.53 1.14  -0.07
C15 -17.52 12.28 6.12  -2.05
C16 -21.10 9.36 7.09  -0.06
C17 -15.97 6.48 1.74  -0.35
C18 -18.71 14.87 -3.07  -0.65
C19 -20.85 14.58 1.73  -0.06
C20 -18.48 10.19 1.53  -0.06
C21 -26.05 11.56 4.48  -0.05
C22 -19.76 11.01 -0.45  -0.09
C23 -20.86 10.51 1.65  -0.34
C24 -24.97 11.82 -3.76  -0.05
H1 -23.70 6.69 4.59  0.07
H2 -26.08 12.58 4.87  0.09
H3 -25.81 12.44 -4.07  0.09
H4 -25.27 6.64 3.82  0.09
H5 -23.01 7.38 1.06  0.09
H6 -26.30 10.92 5.33  0.08
H7 -16.41 8.73 2.69  0.06
H8 -20.17 14.84 2.54  0.08
H9 -23.22 15.08 0.19  0.10
H10 -20.71 13.52 1.53  0.08
H11 -16.83 8.09 4.28  0.08
H12 -21.95 7.40 2.48  0.08
H13 -24.86 13.17 -0.67  0.06
H14 -17.69 14.77 -2.72  0.07
H15 -23.88 13.05 3.33  0.09
H16 -25.21 10.78 -3.98  0.09
H17 -18.68 9.54 2.38  0.08
H18 -24.11 12.09 -4.39  0.09
H19 -20.47 15.16 0.87  0.09
H20 -22.16 9.21 6.92  0.08
H21 -23.19 13.46 0.92  0.06
H22 -24.50 5.14 4.26  0.08
H23 -23.60 8.14 2.50  0.08
H24 -14.59 5.13 3.47  0.08
H25 -22.93 10.32 4.17  0.11
H26 -21.70 10.93 1.07  0.11
H27 -16.08 5.30 4.45  0.09
H28 -18.39 14.73 -5.20  0.07
H29 -23.36 11.54 2.47  0.07
H30 -19.22 10.32 -1.10  0.10
H31 -19.27 11.98 -0.52  0.04
H32 -15.60 5.48 1.45  0.13
H33 -26.39 12.79 -1.42  0.10
H34 -24.91 12.27 2.17  0.09
H35 -21.59 15.89 3.74  0.14
H36 -23.42 10.41 -2.37  0.14
H37 -23.95 4.08 2.38  0.13
H38 -20.09 8.63 4.45  0.07
H39 -20.21 6.93 4.94  0.10
H40 -19.03 8.38 8.10  0.13
H41 -19.95 15.42 -4.72  0.07
H42 -21.64 7.89 4.95  0.07
H43 -26.81 11.36 3.73  0.09
H44 -15.14 8.58 3.94  0.09
H45 -20.79 11.11 -0.79  0.07
H46 -20.95 9.45 8.16  0.09
H47 -20.77 10.30 6.64  0.05
H48 -17.88 11.04 1.86  0.07
H49 -14.62 6.35 4.71  0.09
H50 -17.87 9.55 0.89  0.08
H51 -25.30 14.01 -2.19  0.09
H52 -24.23 14.68 1.57  0.09
H53 -19.25 15.53 -2.40  0.06

Properties
* HOMO-LUMO gap: 9.0 eV
* E_tot: -4617.39424 a.u.
* E_HOMO: -0.3249 Ha
* SMILES: ClC(Cl)(Cl)Cl.CN(C)C=O.CN(C)C=O.CN(C)C=O.CN(C)C=O.CN(C)C=O.CN(C)C=O.CN(C)C=O.ClCCCl
* total charge: 0
* M: 764.45 g/mol